Record 1
The following is a DFT calculation (ωB97M-V/def2-TZVPD) of C36H49N5O7 in the gas phase at a distorted geometry.

XYZ file:
```
97
C36H49N5O7, DFT ωB97M-V/def2-TZVPD
C 0.5368 3.6893 -2.9873
H 1.5733 3.3648 -2.9189
C 0.0675 4.2620 -1.6539
H 0.7217 5.0937 -1.3830
C -1.3740 4.7755 -1.7067
C -2.4389 3.6714 -1.7766
C -3.0840 3.3384 -0.4308
H -3.5765 4.2262 -0.0316
H -3.8427 2.5707 -0.5919
C -2.0739 2.8024 0.5856
N -2.7012 2.2128 1.7631
C -3.2604 0.9924 1.5995
O -3.2061 0.4242 0.5185
C -3.9650 0.3518 2.7889
C -4.1974 -1.1417 2.5522
H -4.9736 -1.4994 3.2305
H -4.5361 -1.2805 1.5241
C -2.9316 -1.9724 2.7996
N -1.9042 -1.7272 1.8002
C -1.8991 -2.3682 0.5755
C -1.1109 -1.9323 -0.4363
C -1.0477 -2.5539 -1.7636
O -1.3974 -3.6741 -2.0645
O -0.5201 -1.6945 -2.6556
C -0.2828 -2.1713 -3.9827
C 1.1633 -2.5582 -4.1511
C 1.6311 -3.7424 -3.5939
C 2.9584 -4.1049 -3.7374
C 3.8297 -3.2896 -4.4406
C 3.3729 -2.1014 -4.9856
C 2.0463 -1.7346 -4.8356
H 1.6915 -0.8079 -5.2629
H 4.0530 -1.4575 -5.5228
H 4.8637 -3.5773 -4.5579
H 3.3143 -5.0286 -3.3064
H 0.9467 -4.3820 -3.0562
H -0.9359 -3.0311 -4.1684
H -0.5486 -1.3467 -4.6479
C -0.2697 -0.6844 -0.2934
N -0.1956 -0.3118 1.1043
C -1.0429 -0.6876 2.0767
O -1.0011 -0.1604 3.1823
H 0.4064 0.4652 1.3362
C 1.1418 -0.8999 -0.7981
C 1.7559 0.0479 -1.6089
C 3.0419 -0.1524 -2.0674
C 3.7202 -1.3070 -1.6983
C 3.1267 -2.2556 -0.8746
C 1.8400 -2.0441 -0.4243
H 1.3608 -2.7752 0.2093
H 3.6803 -3.1421 -0.6068
N 5.0563 -1.5276 -2.1835
O 5.5347 -0.6908 -2.9195
O 5.6277 -2.5359 -1.8267
H 3.5314 0.5639 -2.7089
H 1.2145 0.9353 -1.8982
H -0.7353 0.1292 -0.8746
C -2.7847 -3.5644 0.4502
H -2.6727 -4.0028 -0.5346
H -3.8260 -3.2887 0.5984
H -2.5117 -4.3147 1.1913
H -3.1743 -3.0335 2.8216
H -2.4995 -1.6970 3.7654
H -4.9231 0.8613 2.9187
H -3.3791 0.4774 3.6984
C -2.7178 3.0125 2.9747
C -3.7408 4.1451 2.9009
H -4.7058 3.7638 2.5763
H -3.8467 4.6035 3.8801
H -3.4018 4.9119 2.2105
H -2.9584 2.3678 3.8227
C -1.3057 3.5849 3.2384
O -1.0869 4.7778 3.2999
N -0.3639 2.6365 3.3650
H -0.6214 1.6524 3.3655
C 1.0137 2.9629 3.6625
C 1.4722 2.3865 5.0023
C 1.6731 0.8725 4.9606
C 2.1132 0.3327 6.3160
H 3.0465 0.7968 6.6289
H 1.3590 0.5402 7.0717
H 2.2638 -0.7432 6.2687
H 0.7460 0.3819 4.6618
H 2.4344 0.6333 4.2131
H 0.7330 2.6392 5.7648
H 2.4137 2.8656 5.2791
H 1.0750 4.0539 3.6802
H 1.6590 2.5872 2.8588
H -1.4094 3.5984 0.9178
H -1.4863 2.0162 0.1030
H -3.2365 3.9852 -2.4529
H -2.0057 2.7607 -2.1927
H -1.4651 5.4213 -2.5828
H -1.5628 5.3975 -0.8296
H 0.1656 3.5032 -0.8758
H -0.0712 2.8388 -3.2884
H 0.4685 4.4443 -3.7673
```

The LUMO energy comes out at -0.469 eV. The charge is 0. The energy above the lowest of the compared OMol25 structures with the same formula, charge and spin comes out at 0.322 eV. The calculation puts the total energy at -59911.18193 eV. For the orbital gap, the calculation gives 8.34 eV.

Record 2
The following is a DFT calculation (ωB97M-V/def2-TZVPD) of a molecular structure, C4H8NOP at a distorted geometry.

XYZ file:
```
15
C4H8NOP, DFT ωB97M-V/def2-TZVPD
C 1.9731 2.0116 0.7023
C 0.2076 -1.2070 0.4782
C -1.1418 -1.8391 0.1260
C -0.9840 0.7510 -1.0464
N 0.5069 0.0393 0.0175
O 0.9903 -1.8290 1.1569
P 2.0595 0.6611 -0.1958
H 2.8847 2.7608 0.9605
H 1.0467 2.0852 1.3503
H -1.2595 -2.8378 0.6203
H -1.1107 -2.0114 -1.0475
H -1.9557 -1.1310 0.3672
H -0.9342 0.0190 -1.7414
H -1.7793 0.8229 -0.4863
H -0.5037 1.7045 -1.2618
```

The LUMO energy comes out at -0.132 eV. The charge is 0. The energy above the lowest of the compared OMol25 structures with the same formula, charge and spin comes out at 3.595 eV. The calculation puts the total energy at -17100.72795 eV. For the orbital gap, the calculation gives 8.89 eV.

- Look up the orbital gap of the second one.
  8.89 eV

- Look up the LUMO of the second one.
  -0.132 eV

- Number 2 is which compound?
  C4H8NOP

- Number 1 is which compound?
  C36H49N5O7